1.
7 unconnected molecules or ions with the total composition C27H36N7O12 at a distorted geometry. Source: the OMol25 dataset; level of theory: ωB97M-V/def2-TZVPD.

The geometry in XYZ format:
```
82
Properties=species:S:1:pos:R:3:mulliken_charge:R:1
N 0.887 -0.756 -0.341 0.561
O 1.717 0.096 0.129 -0.479
O -0.105 -0.355 -1.018 -0.498
O 1.063 -2.011 -0.225 -0.555
C 3.595 3.546 -3.480 -0.660
C 3.325 2.726 -2.184 -0.080
C 4.323 2.203 -1.335 -0.203
C 5.662 1.939 -1.941 0.259
C 6.184 2.628 -3.205 -0.464
C 4.981 3.371 -3.977 -0.349
N 6.597 1.247 -0.995 0.833
O 7.797 0.972 -1.541 -0.583
O 6.197 0.640 -0.056 -0.506
H 2.808 4.020 -3.938 0.472
H 2.220 2.734 -1.803 0.190
H 4.075 1.746 -0.346 0.350
H 7.244 2.618 -3.523 0.383
H 5.381 3.875 -4.819 0.360
C 0.900 -3.429 2.832 -0.256
C 0.682 -1.975 2.977 -0.239
C 1.138 -1.276 4.331 -0.289
C 1.674 -2.146 5.458 0.034
C 1.831 -3.677 5.133 -0.356
C 1.404 -4.227 3.777 -0.482
N 1.699 -1.632 6.831 0.712
O 2.191 -2.441 7.688 -0.505
O 1.985 -0.363 7.057 -0.469
H 0.644 -3.730 1.850 0.414
H 0.517 -1.371 2.099 0.239
H 0.896 -0.148 4.430 0.319
H 2.215 -4.298 5.923 0.429
H 1.433 -5.198 3.365 0.385
C -2.156 -1.027 -3.695 0.226
C -2.396 0.096 -4.686 -0.337
C -3.208 -0.161 -6.023 -0.527
C -3.936 -1.533 -6.186 0.094
C -3.677 -2.577 -5.047 -0.572
C -2.755 -2.297 -3.828 -0.564
N -4.840 -1.765 -7.297 0.866
O -5.245 -2.968 -7.296 -0.577
O -4.776 -1.087 -8.215 -0.540
H -1.458 -1.041 -2.812 0.275
H -1.813 1.116 -4.562 0.304
H -3.444 0.617 -6.706 0.425
H -4.163 -3.478 -4.972 0.496
H -2.720 -2.905 -3.065 0.458
C -3.237 3.716 1.325 0.090
O -4.305 4.168 1.832 -0.655
N -3.133 3.030 0.202 0.123
C -1.800 2.459 -0.222 -0.585
C -4.341 2.828 -0.673 -0.947
H -2.294 3.775 1.934 0.329
H -1.337 2.228 0.826 0.166
H -1.223 3.150 -0.697 0.313
H -1.941 1.602 -0.812 0.150
H -4.545 3.751 -0.911 0.446
H -5.158 2.611 0.148 0.287
H -4.400 2.057 -1.501 0.269
C 2.020 2.874 2.771 0.322
O 1.207 3.810 2.958 -0.658
N 2.800 2.361 3.777 0.214
C 3.790 1.282 3.556 -1.281
C 2.481 2.676 5.180 -1.196
H 2.147 2.280 1.758 0.218
H 4.743 1.837 3.517 0.444
H 3.767 0.961 2.768 0.449
H 3.721 0.362 4.140 0.304
H 1.672 2.309 5.730 0.441
H 2.536 3.782 5.490 0.299
H 3.092 2.294 6.018 0.456
C -4.005 -4.658 -0.281 -0.049
O -3.290 -5.614 -0.255 -0.522
N -3.627 -3.318 -0.260 0.293
C -4.549 -2.218 -0.467 -1.624
C -2.243 -3.025 -0.185 -0.749
H -5.039 -4.913 -0.011 0.399
H -4.428 -1.505 -1.055 0.680
H -4.888 -1.806 0.410 0.472
H -5.459 -2.596 -0.969 0.464
H -1.826 -2.062 0.462 0.179
H -1.844 -2.964 -1.366 0.055
H -1.677 -3.847 0.126 0.408
```

## Properties
Total charge: -1
Orbital gap, eV: 6.5
E_LUMO, Eh: 0.00447

2.
C27H36O8 in the gas phase. Source: the OMol25 dataset; level of theory: ωB97M-V/def2-TZVPD.

The geometry in XYZ format:
```
71
Properties=species:S:1:pos:R:3:mulliken_charge:R:1
C -3.132 -4.631 0.789 -1.278
C -3.132 -3.246 1.404 -0.088
O -2.505 -2.346 0.475 -0.361
C -2.371 -1.102 0.892 0.511
O -2.643 -0.689 1.989 -0.600
O -1.894 -0.351 -0.097 -0.404
C -1.658 1.036 0.229 1.441
C -2.741 1.519 1.207 0.637
O -2.523 2.173 2.190 -0.616
C -4.194 1.309 0.770 -1.061
O -4.360 0.643 -0.468 -0.302
C -4.913 -0.579 -0.466 0.760
O -5.343 -1.120 0.519 -0.628
C -4.900 -1.184 -1.849 -0.315
C -5.492 -0.248 -2.900 -1.271
C -1.738 1.804 -1.113 -1.206
C -0.300 1.868 -1.666 -0.960
C 0.502 0.982 -0.711 -0.861
C 2.018 1.151 -0.667 0.043
C 2.605 0.845 -2.047 -1.093
C 4.136 0.830 -2.035 -1.392
C 4.609 -0.099 -0.964 0.217
C 5.319 -1.196 -1.245 -0.618
C 5.741 -2.170 -0.239 -0.015
O 6.356 -3.185 -0.522 -0.644
C 5.374 -1.825 1.139 -0.989
C 4.659 -0.744 1.436 -1.512
C 4.146 0.237 0.428 3.037
C 4.698 1.612 0.844 -2.071
C 2.584 0.167 0.373 -0.476
C 1.901 0.258 1.757 -0.102
O 2.338 1.396 2.466 -0.567
C 0.367 0.197 1.638 -1.878
C -0.172 1.227 0.650 2.003
C 0.054 2.650 1.168 -2.128
H -3.683 -4.623 -0.148 0.297
H -2.115 -4.958 0.592 0.315
H -3.605 -5.329 1.473 0.415
H -2.576 -3.222 2.347 0.314
H -4.150 -2.887 1.589 0.232
H -4.708 0.756 1.566 0.414
H -4.651 2.301 0.680 0.498
H -3.858 -1.405 -2.091 0.132
H -5.455 -2.121 -1.809 0.430
H -5.444 -0.715 -3.880 0.372
H -6.532 -0.030 -2.672 0.347
H -4.941 0.689 -2.931 0.297
H -2.158 2.796 -0.953 0.308
H -2.400 1.260 -1.782 0.113
H -0.258 1.503 -2.690 0.583
H 0.081 2.889 -1.653 0.267
H 0.298 -0.060 -0.983 0.402
H 2.269 2.175 -0.387 0.715
H 2.255 1.586 -2.767 0.459
H 2.250 -0.135 -2.373 0.400
H 4.509 0.505 -3.008 0.579
H 4.510 1.839 -1.853 0.380
H 5.614 -1.417 -2.262 0.414
H 5.732 -2.496 1.908 0.453
H 4.444 -0.499 2.467 0.528
H 4.332 2.407 0.204 0.402
H 4.406 1.836 1.864 0.393
H 5.784 1.588 0.781 0.505
H 2.351 -0.844 0.012 0.408
H 2.202 -0.641 2.323 0.632
H 1.754 1.526 3.221 0.501
H 0.108 -0.810 1.301 0.605
H -0.083 0.342 2.624 0.219
H 1.115 2.861 1.235 0.536
H -0.381 2.758 2.157 0.497
H -0.410 3.388 0.522 0.424
```

## Properties
Orbital gap, eV: 9.8
E_LUMO, Eh: 0.01812
SMILES string: CCOC(=O)O[C@]1(C(=O)COC(=O)CC)CC[C@H]2[C@@H]3CCC4=CC(=O)C=C[C@]4(C)[C@H]3[C@@H](O)C[C@@]21C

3.
A molecular structure, C27H37BCl2N6PdS4. Source: the OMol25 dataset; level of theory: ωB97M-V/def2-TZVPD.

The geometry in XYZ format:
```
78
Properties=species:S:1:pos:R:3:mulliken_charge:R:1
Pd 0.081 0.126 0.996 -0.585
C -2.528 4.399 0.839 -1.440
C -1.730 4.894 -0.367 1.198
C -0.433 5.591 0.038 -1.543
C -2.587 5.891 -1.144 -2.151
N -1.419 3.727 -1.256 0.506
C -1.919 3.562 -2.542 -0.179
C -1.475 2.374 -2.984 -1.274
N -0.699 1.801 -1.994 0.151
B -0.128 0.381 -2.221 -0.076
N 1.454 0.274 -2.178 0.726
C 2.092 0.184 -3.406 -1.475
C 3.405 0.002 -3.204 -0.025
N 3.605 -0.037 -1.830 0.478
C 2.402 0.151 -1.211 0.281
S 2.277 0.250 0.512 0.185
C 4.944 -0.282 -1.191 1.206
C 5.992 -0.432 -2.294 -2.206
C 4.891 -1.589 -0.399 -1.513
C 5.345 0.914 -0.328 -1.520
N -0.779 -0.774 -1.409 0.958
C -0.575 -2.066 -1.867 -1.517
C -1.431 -2.877 -1.241 -0.172
N -2.200 -2.099 -0.388 0.618
C -1.792 -0.800 -0.488 -0.179
S -2.499 0.579 0.278 -0.148
C -3.239 -2.791 0.458 1.266
C -4.262 -3.385 -0.512 -1.704
C -2.562 -3.901 1.264 -1.489
C -3.966 -1.886 1.445 -2.104
C -0.680 2.636 -0.943 0.013
S 0.175 2.378 0.533 -0.011
H -2.816 5.259 1.448 0.490
H -1.952 3.710 1.453 0.255
H -3.435 3.890 0.507 0.356
H -0.680 6.472 0.634 0.472
H 0.116 5.917 -0.847 0.383
H 0.214 4.950 0.632 0.356
H -2.790 6.733 -0.484 0.465
H -3.547 5.466 -1.441 0.477
H -2.074 6.275 -2.028 0.471
H -2.541 4.291 -3.022 0.508
H -1.647 1.869 -3.917 0.548
H -0.385 0.166 -3.382 -0.288
H 1.533 0.247 -4.322 0.588
H 4.202 -0.116 -3.910 0.536
H 5.789 -1.284 -2.945 0.475
H 6.951 -0.610 -1.809 0.471
H 6.088 0.471 -2.900 0.471
H 4.621 -2.416 -1.060 0.378
H 4.175 -1.556 0.417 0.329
H 5.883 -1.790 0.012 0.471
H 5.346 1.829 -0.926 0.380
H 6.357 0.747 0.045 0.481
H 4.688 1.062 0.524 0.349
H 0.187 -2.287 -2.596 0.655
H -1.542 -3.943 -1.307 0.499
H -3.830 -4.164 -1.143 0.372
H -4.674 -2.607 -1.157 0.372
H -5.079 -3.832 0.057 0.436
H -1.972 -4.583 0.652 0.365
H -3.343 -4.481 1.761 0.532
H -1.901 -3.484 2.022 0.227
H -4.564 -1.122 0.957 0.464
H -3.280 -1.394 2.131 0.313
H -4.625 -2.543 2.018 0.549
Cl 0.045 0.137 3.803 -0.164
C 0.041 -1.572 4.171 0.763
C -0.202 -1.922 5.486 -0.833
C -0.200 -3.261 5.844 -0.333
C 0.048 -4.217 4.874 -0.773
C 0.277 -3.832 3.565 0.289
Cl 0.583 -5.106 2.413 -0.188
C 0.277 -2.493 3.139 -0.279
S 0.601 -2.105 1.462 -0.162
H -0.383 -1.144 6.215 0.422
H -0.384 -3.552 6.869 0.364
H 0.062 -5.270 5.120 0.415
```

## Properties
Orbital gap, eV: 6.9
E_LUMO, Eh: 0.00460

4.
A molecular structure, C27H37CaN4O6P3S3 at a distorted geometry. Source: the OMol25 dataset; level of theory: ωB97M-V/def2-TZVPD.

The geometry in XYZ format:
```
81
Properties=species:S:1:pos:R:3:mulliken_charge:R:1
Ca -0.453 1.120 -0.103 1.905
C -0.629 -1.653 3.672 -1.403
N -1.073 -1.803 2.280 1.611
C -2.504 -2.019 2.174 -1.584
C -3.264 -0.671 2.066 -1.046
N -3.202 -0.035 0.741 1.288
C -3.878 1.258 0.888 -1.245
C -3.745 -0.946 -0.254 -1.755
C -5.106 -1.292 -0.180 -0.171
C -5.619 -2.259 -1.005 -0.911
C -4.791 -2.781 -2.067 -0.498
C -3.466 -2.458 -2.100 -0.815
C -2.896 -1.512 -1.223 1.268
S -1.240 -1.123 -1.468 -0.143
C -0.174 -2.649 1.535 -0.508
C -0.592 -3.937 1.173 -0.198
C 0.172 -4.777 0.362 -0.903
C 1.417 -4.332 -0.039 -0.591
C 1.856 -3.137 0.344 -0.385
C 1.116 -2.205 1.133 0.475
S 1.715 -0.531 1.278 -0.240
H -0.596 -2.638 4.227 0.240
H -1.212 -0.903 4.220 0.341
H 0.402 -1.295 3.711 0.384
H -2.957 -2.577 2.995 0.210
H -2.814 -2.471 1.280 0.676
H -2.890 0.022 2.774 0.727
H -4.303 -0.924 2.376 0.259
H -4.863 1.089 1.292 0.454
H -3.970 1.716 -0.091 0.306
H -3.282 1.897 1.516 0.191
H -5.775 -0.890 0.603 0.202
H -6.666 -2.541 -0.969 0.336
H -5.215 -3.452 -2.813 0.336
H -2.780 -2.799 -2.882 0.381
H -1.606 -4.256 1.431 0.298
H -0.144 -5.746 0.048 0.406
H 1.990 -4.868 -0.788 0.352
H 2.847 -2.812 -0.050 0.145
N 0.738 5.100 2.952 -0.230
C 1.325 3.815 2.383 0.502
C 2.650 3.665 3.038 -2.040
P 1.522 4.114 0.555 0.927
O 0.191 5.066 0.309 -0.758
O 2.767 4.910 0.365 -0.873
O 1.219 2.841 -0.075 -0.292
P 0.120 2.481 3.012 0.928
O 1.077 1.330 3.480 -0.595
O -0.429 3.182 4.226 -0.987
O -0.833 1.919 1.997 -0.605
H -0.028 5.385 2.331 0.326
H 1.446 5.804 3.117 0.309
H 0.238 4.775 3.824 0.445
H 3.375 4.446 2.829 0.455
H 3.080 2.732 2.716 0.343
H 2.510 3.594 4.149 0.478
H -0.446 4.548 -0.231 0.352
H 1.219 0.559 2.852 0.074
C 0.684 -0.292 -4.171 -1.541
P 1.550 0.245 -2.672 1.809
C 2.137 1.951 -3.154 -1.234
C 3.144 -0.655 -2.768 -0.117
C 4.022 -0.652 -1.664 -0.115
C 5.200 -1.350 -1.712 -0.554
C 5.528 -2.122 -2.825 -0.253
C 4.691 -2.183 -3.932 -0.766
C 3.522 -1.423 -3.897 -0.506
H 0.843 -1.368 -4.398 0.385
H 1.106 0.314 -5.049 0.408
H -0.412 -0.076 -4.088 0.296
H 2.784 1.802 -3.998 0.601
H 2.619 2.418 -2.223 0.124
H 1.242 2.462 -3.488 0.213
H 3.588 -0.199 -0.767 0.069
H 5.860 -1.293 -0.833 0.313
H 6.496 -2.681 -2.810 0.262
H 5.004 -2.789 -4.785 0.374
H 2.902 -1.420 -4.774 0.329
S -1.153 3.895 -4.056 -0.494
C -1.386 3.405 -2.455 0.246
N -1.526 2.937 -1.397 -1.006
```

## Properties
Total charge: -2
Orbital gap, eV: 6.4
E_LUMO, Eh: 0.16248